No. 1
# C31H58CsN6OPSe2

A structure of composition C31H58CsN6OPSe2 (ωB97M-V/def2-TZVPD, the Open Molecules 2025 dataset).

Gap between HOMO and LUMO = 5.1 eV
LUMO = 3.860 eV
Total charge = -2
ΔE to the lowest compared entry with this formula, charge and spin = 0.000 eV
HOMO energy = -1.19 eV

CARTESIAN COORDINATES (ANGSTROEM)
Cs1 0.464 -0.032 0.685
C1 -4.540 -2.078 1.376
Se1 -2.931 -2.477 0.359
C2 -3.296 -1.385 -1.223
C3 -3.917 -0.026 -0.952
Se2 -2.864 1.126 0.228
C4 -1.872 2.029 -1.182
H1 -5.433 -2.302 0.795
H2 -4.547 -1.035 1.688
H3 -4.521 -2.712 2.261
H4 -3.942 -1.960 -1.889
H5 -2.342 -1.251 -1.739
H6 -4.915 -0.115 -0.521
H7 -4.003 0.488 -1.910
H8 -2.489 2.815 -1.614
H9 -1.611 1.301 -1.955
H10 -0.999 2.462 -0.700
N1 -1.207 3.820 3.316
C5 -0.301 2.731 2.897
O1 -0.266 2.436 1.602
C6 0.947 2.659 3.756
C7 -0.187 1.652 3.967
H11 -0.946 4.608 2.726
H12 -2.120 3.543 2.960
H13 1.107 3.389 4.541
H14 1.842 2.297 3.261
H15 -0.763 1.747 4.879
H16 -0.020 0.630 3.638
C8 0.316 -3.215 -1.449
N2 0.261 -2.034 -2.294
C9 1.604 -1.555 -2.554
C10 -0.461 -2.322 -3.534
C11 -0.676 -1.116 -4.427
C12 0.131 -0.996 -5.560
C13 -0.004 0.090 -6.417
C14 -0.961 1.050 -6.114
C15 -1.756 0.900 -4.976
C16 -1.674 -0.178 -4.073
H17 0.792 -4.072 -1.968
H18 -0.696 -3.523 -1.170
H19 0.897 -3.002 -0.547
H20 2.199 -2.300 -3.121
H21 2.118 -1.375 -1.606
H22 1.566 -0.638 -3.141
H23 -1.435 -2.728 -3.251
H24 0.081 -3.118 -4.088
H25 0.883 -1.756 -5.773
H26 0.626 0.185 -7.296
H27 -1.087 1.915 -6.763
H28 -2.485 1.693 -4.788
N3 2.329 -2.047 1.199
P1 3.328 -2.985 1.832
N4 2.659 -4.458 2.433
C17 3.354 -5.733 2.528
C18 2.496 -6.748 3.276
C19 1.199 -7.044 2.510
C20 0.703 -5.785 1.777
C21 1.202 -4.529 2.476
N5 4.269 -2.330 3.111
C22 5.078 -3.135 3.998
C23 4.311 -3.585 5.242
C24 3.719 -2.372 5.963
C25 2.899 -1.522 4.994
C26 3.733 -1.152 3.769
N6 4.619 -3.695 0.921
C27 4.096 -4.360 -0.274
C28 5.168 -5.229 -0.919
C29 6.386 -4.385 -1.281
C30 6.860 -3.597 -0.064
C31 5.713 -2.802 0.551
H29 4.308 -5.614 3.041
H30 3.600 -6.151 1.537
H31 2.262 -6.342 4.264
H32 3.067 -7.667 3.437
H33 0.435 -7.399 3.209
H34 1.368 -7.854 1.794
H35 -0.387 -5.775 1.709
H36 1.081 -5.770 0.750
H37 0.829 -4.519 3.514
H38 0.831 -3.627 1.988
H39 5.946 -2.535 4.326
H40 5.475 -3.985 3.445
H41 4.974 -4.151 5.907
H42 3.499 -4.249 4.928
H43 4.539 -1.761 6.365
H44 3.114 -2.689 6.818
H45 2.530 -0.615 5.482
H46 2.026 -2.087 4.651
H47 4.570 -0.507 4.080
H48 3.130 -0.614 3.041
H49 3.734 -3.615 -0.999
H50 3.225 -4.956 0.004
H51 4.760 -5.718 -1.809
H52 5.461 -6.014 -0.213
H53 6.103 -3.680 -2.071
H54 7.191 -5.009 -1.681
H55 7.673 -2.918 -0.339
H56 7.249 -4.289 0.692
H57 5.369 -2.043 -0.172
H58 6.047 -2.268 1.438



No. 2
# C44H60Cl2KN7

A structure of composition C44H60Cl2KN7 (ωB97M-V/def2-TZVPD, the Open Molecules 2025 dataset).

Gap between HOMO and LUMO = 5.3 eV
LUMO = 3.884 eV
Total charge = -2
ΔE to the lowest compared entry with this formula, charge and spin = 0.259 eV
HOMO energy = -1.40 eV

CARTESIAN COORDINATES (ANGSTROEM)
K1 0.361 0.705 -0.055
C1 -0.942 3.194 1.301
C2 -2.461 3.231 1.218
C3 -3.010 1.867 0.745
N1 -2.199 1.367 -0.346
C4 -2.513 1.611 -1.575
C5 -3.797 2.058 -2.051
C6 -4.154 2.716 -3.210
C7 -3.367 3.261 -4.220
C8 -1.971 3.154 -4.276
C9 -1.123 2.346 -3.565
C10 -1.420 1.314 -2.585
N2 -0.737 0.232 -2.416
C11 0.248 -0.165 -3.410
C12 1.666 -0.353 -2.850
C13 2.520 0.918 -2.698
N3 2.323 1.577 -1.422
C14 3.164 2.497 -1.076
C15 4.212 3.003 -1.932
C16 5.431 3.553 -1.599
C17 6.002 3.806 -0.352
C18 5.331 3.709 0.871
C19 4.005 3.474 1.142
C20 2.910 3.190 0.244
N4 1.672 3.444 0.499
C21 1.315 4.137 1.719
C22 -0.190 4.448 1.711
H1 -0.571 2.944 0.314
H2 -0.631 2.384 1.975
H3 -2.764 3.998 0.497
H4 -2.910 3.491 2.185
H5 -4.079 1.966 0.520
H6 -2.931 1.144 1.568
H7 -4.617 1.836 -1.377
H8 -5.224 2.889 -3.313
H9 -3.859 3.860 -4.978
H10 -1.481 3.792 -5.009
H11 -0.066 2.455 -3.780
H12 0.285 0.505 -4.278
H13 -0.084 -1.141 -3.787
H14 2.204 -1.031 -3.519
H15 1.593 -0.859 -1.883
H16 2.272 1.600 -3.528
H17 3.580 0.656 -2.832
H18 4.028 2.872 -2.992
H19 6.065 3.790 -2.453
H20 7.038 4.127 -0.331
H21 5.944 3.900 1.750
H22 3.717 3.526 2.187
H23 1.901 5.061 1.836
H24 1.531 3.519 2.605
H25 -0.394 5.249 0.992
H26 -0.500 4.802 2.700
C23 -2.506 -3.654 -1.701
C24 -2.944 -2.219 -1.391
C25 -3.625 -1.604 -2.608
C26 -3.819 -2.214 -0.155
C27 -5.177 -2.471 -0.265
C28 -5.998 -2.519 0.852
C29 -5.445 -2.292 2.097
C30 -4.082 -2.046 2.259
C31 -3.581 -1.755 3.663
C32 -4.371 -0.612 4.313
C33 -3.642 -2.990 4.567
C34 -3.245 -2.028 1.124
N5 -1.864 -1.778 1.197
C35 -1.147 -2.614 1.865
C36 0.258 -2.595 2.119
C37 0.881 -3.540 2.953
C38 2.239 -3.226 2.951
C39 2.366 -2.104 2.102
N6 1.182 -1.724 1.597
C40 3.637 -1.377 1.704
C41 4.874 -2.045 2.300
C42 3.569 0.077 2.183
C43 3.726 -1.387 0.173
H27 -1.782 -3.670 -2.519
H28 -3.370 -4.259 -1.995
H29 -2.051 -4.127 -0.831
H30 -2.055 -1.628 -1.166
H31 -4.435 -2.238 -2.984
H32 -2.898 -1.472 -3.411
H33 -4.035 -0.622 -2.377
H34 -5.605 -2.628 -1.248
H35 -7.059 -2.714 0.749
H36 -6.087 -2.307 2.971
H37 -2.538 -1.448 3.589
H38 -5.381 -0.932 4.579
H39 -4.461 0.244 3.642
H40 -3.884 -0.281 5.234
H41 -4.667 -3.365 4.625
H42 -3.312 -2.744 5.580
H43 -3.012 -3.796 4.191
H44 -1.638 -3.495 2.307
H45 0.385 -4.343 3.483
H46 3.031 -3.739 3.476
H47 4.851 -2.015 3.393
H48 5.774 -1.523 1.965
H49 4.944 -3.090 1.988
H50 3.518 0.123 3.274
H51 2.682 0.570 1.782
H52 4.440 0.646 1.848
H53 3.802 -2.409 -0.207
H54 4.570 -0.795 -0.193
H55 2.795 -0.963 -0.189
N7 1.067 -3.996 -0.715
H56 1.622 -3.521 -0.008
H57 0.237 -4.297 -0.220
H58 0.754 -3.257 -1.337
Cl1 0.444 0.446 3.645
C44 -1.022 1.086 4.360
Cl2 -0.836 2.735 5.018
H59 -1.308 0.449 5.186
H60 -1.790 1.117 3.594



No. 3
# C3H7NO2

A cluster of 2 separate species, C3H7NO2 in total (ωB97M-V/def2-TZVPD, the Open Molecules 2025 dataset).

Gap between HOMO and LUMO = 9.6 eV
LUMO = 0.964 eV
Total charge = 0
ΔE to the lowest compared entry with this formula, charge and spin = 3.009 eV
HOMO energy = -8.69 eV

CARTESIAN COORDINATES (ANGSTROEM)
C1 1.388 0.836 1.024
C2 0.116 1.254 0.968
O1 -0.287 2.514 0.702
C3 -0.760 -1.311 -0.740
O2 0.372 -0.942 -1.359
N1 -1.383 -2.177 -1.538
H1 1.612 -0.165 1.378
H2 2.238 1.513 0.924
H3 0.787 -0.295 -0.762
H4 -0.742 0.603 1.113
H5 0.509 3.051 0.589
H6 -2.259 -2.568 -1.236
H7 -1.011 -2.456 -2.442



No. 4
# C19H19ClN2O5S

A structure of composition C19H19ClN2O5S (ωB97M-V/def2-TZVPD, the Open Molecules 2025 dataset).

Gap between HOMO and LUMO = 9.0 eV
LUMO = 0.312 eV
Total charge = 0
ΔE to the lowest compared entry with this formula, charge and spin = 19.083 eV
HOMO energy = -8.69 eV

CARTESIAN COORDINATES (ANGSTROEM)
O1 -1.436 4.466 -0.920
C1 -0.406 3.841 -0.991
N1 -0.242 2.820 -1.914
H1 0.755 2.245 -1.754
C2 -0.848 2.356 -2.940
H2 -0.535 1.532 -3.373
H3 -1.209 3.187 -3.284
C3 -2.393 1.790 -2.447
C4 -2.244 0.644 -1.434
C5 -2.186 1.031 0.007
C6 -2.243 -0.118 0.882
C7 -1.983 -1.477 0.388
C8 -1.778 -1.599 -0.898
C9 -2.233 -0.584 -1.790
H4 -2.102 -0.861 -2.936
H5 -1.954 -2.685 -1.059
Cl1 -1.666 -2.542 1.740
H6 -2.025 0.177 2.091
H7 -2.432 2.069 0.219
H8 -3.015 2.676 -1.763
H9 -2.987 1.455 -3.251
C10 0.530 3.762 0.254
C11 0.728 2.583 0.967
H10 -0.119 1.900 1.050
H11 1.030 2.736 1.724
S1 2.274 1.701 0.345
O2 2.427 1.599 -0.988
O3 3.348 2.171 0.879
C12 1.988 -0.067 1.147
C13 2.199 -0.258 2.417
C14 1.867 -1.615 2.719
C15 1.582 -2.635 1.846
C16 1.252 -2.241 0.575
C17 1.668 -0.985 0.169
H12 1.452 -0.737 -0.865
N2 0.606 -3.241 -0.330
C18 0.612 -4.538 -0.027
O4 -0.144 -5.270 -0.357
C19 1.034 -4.898 1.514
H13 1.902 -5.485 1.421
O5 1.234 -3.682 2.577
H14 0.240 -5.684 2.200
H15 0.560 -3.059 -1.129
H16 2.198 -1.868 3.943
H17 2.552 0.324 2.953
H18 0.440 4.858 0.723
H19 1.700 4.207 -0.301